The following is a quantum chemistry calculation of a structure of composition C19H47AsCl4F6N3O6, from the OMol25 dataset.

## Properties
Spin multiplicity   2
HOMO (alpha / beta)   1.69 / -4.93 eV
LUMO level (alpha / beta)   0.14520 / 0.14362 Eh
<S²>   0.752
Total energy   -6043.76414 Eh
Frontier orbital gap (alpha / beta)   0.0829 / 0.3247 Ha
Total charge   -2

Positions of all 86 atoms, in Å:
As -30.2247 14.7134 8.1966
Cl -27.9258 18.0648 3.4235
Cl -31.9353 19.1631 4.3360
Cl -34.1780 19.0014 8.9395
Cl -35.8909 16.9915 6.9168
F -31.6308 15.6166 8.6048
F -29.2757 15.9653 9.1169
F -31.1954 13.4805 7.3373
F -30.1867 15.5908 6.6544
F -30.3363 13.7511 9.6912
F -28.7674 13.7517 7.8763
O -28.0925 12.8544 10.9244
O -28.1720 18.5334 9.1797
O -31.0557 16.9420 11.6890
O -31.3362 12.8570 2.5171
O -24.0549 15.2555 9.0731
O -30.7424 8.3619 8.8506
N -26.0744 14.5502 8.4592
N -31.2339 12.0372 4.4974
N -30.3314 10.0589 7.5668
C -29.4640 20.1102 10.5881
C -32.2493 17.1773 12.3992
C -31.5217 13.0391 3.7189
C -30.2378 18.8924 4.6158
C -29.4187 14.1852 12.5339
C -29.3780 19.3452 9.1925
C -24.4167 12.9353 9.2673
C -33.4923 16.5240 11.6516
C -31.2660 10.4876 9.8035
C -34.1588 16.7675 7.3805
C -30.7094 9.5697 8.7166
C -29.6802 20.1677 7.9844
C -33.4988 18.1501 7.5533
C -27.0722 13.4646 13.0730
C -29.7203 18.1761 3.3911
C -32.3401 18.6880 12.3805
C -24.8705 14.3734 8.9465
C -32.2797 14.2362 4.2422
C -28.0662 13.8508 11.9596
H -29.9522 18.7448 2.4906
H -28.6712 20.8573 10.6265
H -29.3673 19.3815 11.3929
H -26.7879 14.3068 13.7038
H -28.6778 13.3030 10.3098
H -30.7362 20.4037 8.1159
H -34.2591 16.2312 8.3241
H -33.2573 15.4605 11.6967
H -33.3209 19.0694 12.6648
H -33.7536 16.0767 6.6411
H -29.9365 9.4514 6.8631
H -30.1518 18.5778 9.2120
H -29.0363 21.0472 7.9765
H -31.1435 16.1279 11.1880
H -25.2737 12.2795 9.4209
H -23.8655 12.4190 8.4813
H -31.5806 19.2209 12.9525
H -32.3454 10.5970 9.6987
H -26.6730 13.7400 8.3863
H -30.4577 20.5509 10.6683
H -31.0426 11.1345 4.0867
H -23.8174 13.0297 10.1729
H -26.1007 13.0611 12.7876
H -30.8215 10.2498 10.7700
H -32.5496 14.0026 5.2721
H -27.4154 12.6461 13.7058
H -28.3788 17.6646 9.5319
H -29.8325 13.3939 13.1589
H -30.4419 11.0295 7.3102
H -32.4472 18.0362 7.8161
H -31.6021 15.0765 4.3939
H -33.6407 16.8775 10.6313
H -33.5419 18.7588 6.6501
H -27.5004 14.6467 11.4754
H -26.2576 15.5432 8.4376
H -30.9017 11.4934 9.5947
H -29.3601 14.8556 13.3914
H -29.9025 19.9212 4.7468
H -30.1300 17.1660 3.3937
H -31.9889 16.7426 13.3642
H -29.5330 19.6302 7.0477
H -33.1208 14.4608 3.5863
H -31.5540 12.1225 5.4515
H -30.0822 14.6807 11.8251
H -34.4463 16.5312 12.1787
H -32.3392 18.9888 11.3328
H -29.9894 18.2274 5.4430